{
  "formula": "C20H45FN7O8P",
  "method": "the ωB97M-V functional and the def2-TZVPD basis",
  "species": ["O", "C", "F", "N", "C", "O", "P", "H", "H", "H", "C", "N", "C", "C", "O", "H", "H", "H", "H", "H", "H", "H", "C", "N", "C", "C", "O", "H", "H", "H", "H", "H", "H", "H", "C", "N", "C", "C", "O", "H", "H", "H", "H", "H", "H", "H", "C", "N", "C", "C", "O", "H", "H", "H", "H", "H", "H", "H", "C", "N", "C", "C", "O", "H", "H", "H", "H", "H", "H", "H", "C", "N", "C", "C", "O", "H", "H", "H", "H", "H", "H", "H"],
  "positions_angstrom": [[2.17457, 4.76073, 6.08991], [1.67524, 5.01863, 5.04642], [1.79161, 6.24948, 4.49962], [0.96273, 4.17602, 4.21525], [-0.24868, 3.60005, 4.79959], [-0.30039, 2.44848, 5.10114], [-1.74500, 4.71219, 5.03403], [0.72201, 4.65266, 3.34184], [-1.05711, 5.53458, 5.95645], [-1.44309, 5.54116, 3.93096], [2.00517, 1.63678, -0.26883], [1.62191, 2.95155, 0.21946], [0.45316, 3.32048, 0.80268], [-0.58260, 2.24906, 0.98906], [0.28956, 4.48158, 1.17020], [2.88766, 1.27691, 0.26009], [2.22014, 1.67619, -1.33912], [1.19844, 0.92941, -0.09544], [2.28721, 3.70334, 0.12785], [-1.46868, 2.67631, 1.44423], [-0.86532, 1.80499, 0.03464], [-0.17342, 1.46152, 1.61913], [-5.01665, 3.88548, -2.79067], [-4.23578, 3.41484, -1.66823], [-4.30064, 3.81421, -0.36771], [-5.30930, 4.88568, -0.01830], [-3.56769, 3.32361, 0.47152], [-5.58983, 3.07338, -3.24213], [-4.37812, 4.32291, -3.56040], [-5.71626, 4.64759, -2.46209], [-3.54168, 2.70349, -1.83453], [-5.22507, 5.08149, 1.04593], [-5.11305, 5.80637, -0.56889], [-6.32564, 4.56093, -0.24448], [3.80339, -0.53018, 5.52317], [4.02841, -0.70770, 4.10320], [3.37622, -0.10795, 3.07916], [2.27536, 0.86132, 3.42236], [3.68411, -0.36119, 1.91708], [4.69908, -0.15010, 6.01686], [3.52362, -1.47334, 5.99524], [3.00017, 0.18142, 5.68450], [4.75285, -1.34386, 3.80921], [1.84560, 1.25044, 2.50647], [1.48773, 0.36044, 3.98497], [2.65597, 1.69355, 4.01588], [1.81932, -3.45454, 0.64046], [1.34323, -2.14294, 1.03042], [0.13623, -1.81214, 1.53685], [-0.87070, -2.91697, 1.76114], [-0.12391, -0.64346, 1.80280], [2.70280, -3.73352, 1.21790], [2.08030, -3.47480, -0.41498], [1.05115, -4.20482, 0.79634], [1.97988, -1.36003, 0.93358], [-1.77172, -2.46785, 2.16760], [-1.10924, -3.42773, 0.82717], [-0.48934, -3.65953, 2.46286], [1.93848, -5.69622, -5.62474], [1.59368, -5.88283, -4.22834], [1.77335, -5.02192, -3.19095], [2.40896, -3.68589, -3.51010], [1.40927, -5.31908, -2.06466], [1.05338, -5.75740, -6.25979], [2.65266, -6.45177, -5.95504], [2.38834, -4.71933, -5.77016], [1.16617, -6.75510, -3.95744], [2.47939, -3.11127, -2.59163], [3.40988, -3.81437, -3.92286], [1.81249, -3.12566, -4.23247], [-1.37645, -3.07296, -2.92381], [-1.26174, -3.30796, -4.35035], [-1.96764, -2.75028, -5.36904], [-3.03309, -1.74092, -5.00325], [-1.74071, -3.05802, -6.52673], [-0.43414, -2.69488, -2.52252], [-1.62181, -4.00017, -2.40465], [-2.15472, -2.34275, -2.72528], [-0.57069, -3.97411, -4.66122], [-3.49376, -1.39813, -5.92438], [-3.79536, -2.18695, -4.36345], [-2.60180, -0.88862, -4.47659]],
  "forces_ev_per_angstrom": [[-0.2, 0.1, 0.1], [0.2, -0.4, 0.0], [0.2, -0.1, -0.1], [-0.3, 0.7, -0.2], [0.1, -0.5, 0.0], [0.2, 0.1, 0.1], [-0.2, -0.1, -0.1], [0.0, -0.1, -0.1], [0.1, 0.1, 0.0], [0.0, 0.1, 0.0], [0.0, 0.2, 0.0], [0.0, 0.0, 0.0], [0.1, -0.1, -0.2], [0.1, 0.2, 0.2], [0.0, 0.1, 0.3], [0.0, -0.1, 0.0], [0.0, 0.0, 0.0], [0.0, 0.0, 0.0], [0.0, 0.0, 0.0], [0.0, 0.1, 0.0], [0.0, -0.1, 0.0], [-0.2, -0.1, -0.1], [0.0, 0.0, 0.0], [0.0, 0.0, 0.0], [0.0, 0.1, 0.0], [0.0, 0.0, 0.0], [-0.1, 0.0, 0.0], [0.0, 0.0, 0.0], [0.0, 0.0, 0.0], [0.0, 0.0, 0.0], [0.0, 0.0, 0.0], [0.0, 0.0, 0.0], [0.0, 0.0, 0.0], [0.0, 0.0, 0.0], [0.0, 0.0, 0.0], [0.0, 0.0, 0.0], [-0.1, 0.1, -0.1], [0.1, 0.0, 0.1], [0.0, -0.1, 0.0], [0.0, 0.0, 0.0], [0.0, 0.0, 0.0], [0.0, 0.0, 0.0], [0.0, 0.0, 0.0], [0.0, 0.0, 0.0], [0.0, 0.1, 0.0], [0.0, 0.0, 0.1], [0.1, 0.1, 0.0], [-0.1, 0.0, -0.1], [0.2, 0.0, -0.1], [0.0, 0.0, 0.0], [-0.1, -0.2, 0.1], [0.0, 0.0, 0.0], [0.0, -0.1, 0.0], [0.0, 0.0, 0.0], [0.1, -0.1, 0.2], [0.0, 0.0, 0.0], [0.0, 0.0, 0.0], [0.0, 0.0, 0.0], [0.0, 0.0, 0.0], [-0.1, 0.0, 0.0], [-0.1, 0.0, -0.2], [0.0, 0.0, 0.1], [0.0, 0.1, 0.0], [0.0, 0.0, 0.0], [0.0, 0.0, 0.0], [0.0, 0.0, 0.0], [0.0, 0.0, 0.0], [0.0, 0.0, 0.0], [0.0, 0.0, 0.0], [0.0, 0.0, 0.0], [0.1, -0.1, -0.1], [0.1, 0.0, 0.0], [0.0, 0.0, 0.0], [0.0, 0.0, 0.0], [0.0, 0.0, 0.0], [0.0, 0.0, 0.1], [0.0, 0.0, 0.1], [0.0, 0.0, 0.0], [0.0, 0.0, 0.0], [0.0, 0.0, 0.0], [0.0, 0.0, 0.0], [0.0, 0.0, 0.0]],
  "mulliken_charge": [-0.50, 0.55, -0.24, 0.11, 0.33, -0.45, -0.04, 0.12, 0.07, 0.06, -0.81, -0.06, 0.59, -0.51, -0.79, 0.24, 0.36, 0.20, 0.23, 0.19, 0.37, 0.02, -0.88, -0.13, 0.79, -1.38, -0.58, 0.29, 0.29, 0.32, 0.19, 0.28, 0.39, 0.39, -0.84, -0.18, 0.52, -0.55, -0.76, 0.29, 0.28, 0.32, 0.26, -0.52, 0.48, 0.69, -0.67, 0.30, 0.84, -1.60, -0.54, 0.29, -0.09, 0.37, 0.03, 0.31, 0.33, 0.40, -0.85, -0.17, 0.78, -1.19, -0.64, 0.29, 0.31, 0.31, 0.23, 0.08, 0.47, 0.38, -0.83, -0.02, 0.88, -1.29, -0.65, 0.22, 0.26, 0.38, 0.07, 0.30, 0.36, 0.33],
  "total_energy_ha": -2215.58956,
  "e_above_lowest_kj_mol": 0.0,
  "homo_ha": -0.33768,
  "molar_mass_g_mol": 561.59,
  "multiplicity": 1,
  "lumo_energy_ha": 0.0102
}

=====

{
  "formula": "C20H24MnN2O3PS4",
  "method": "the ωB97M-V functional and the def2-TZVPD basis",
  "species": ["Mn", "C", "C", "N", "N", "C", "S", "S", "C", "C", "C", "C", "C", "C", "C", "C", "C", "C", "C", "C", "C", "O", "H", "H", "H", "H", "H", "H", "H", "H", "H", "H", "H", "H", "H", "H", "C", "C", "O", "P", "S", "S", "O", "C", "C", "H", "H", "H", "H", "H", "H", "H", "H", "H", "H"],
  "positions_angstrom": [[-0.24875, 1.58455, -0.42362], [3.92008, -0.29565, -0.77437], [2.69460, 0.50995, -1.14569], [1.89474, 0.94289, -0.21497], [2.35397, 0.67696, 1.07672], [1.64443, 1.15914, 2.03453], [0.22398, 2.11366, 1.98896], [2.22870, 0.82014, 3.69142], [3.27177, -0.65048, 3.45868], [2.49678, -1.93955, 3.45334], [2.50281, -2.77019, 4.56843], [1.76407, -3.94509, 4.58859], [1.00039, -4.30322, 3.48864], [0.98572, -3.48003, 2.36997], [1.72948, -2.31135, 2.34948], [2.47214, 0.79180, -2.57103], [3.56027, 0.61719, -3.45088], [3.48789, 0.84715, -4.80464], [2.26337, 1.25970, -5.34494], [1.18347, 1.45140, -4.52775], [1.23806, 1.26038, -3.11664], [0.17241, 1.51168, -2.44393], [3.73942, -0.83045, 0.15116], [4.77895, 0.35882, -0.60626], [4.17000, -1.00145, -1.56132], [3.97943, -0.63958, 4.28870], [3.82676, -0.50802, 2.53368], [3.09040, -2.48889, 5.43538], [1.78210, -4.57786, 5.46752], [0.41601, -5.21448, 3.50336], [0.38131, -3.74188, 1.51064], [1.70559, -1.66447, 1.48207], [4.51478, 0.31081, -3.04735], [4.35871, 0.70904, -5.43158], [2.16946, 1.43496, -6.41097], [0.22919, 1.78102, -4.91960], [-3.87017, 2.06477, 2.49920], [-4.69124, 1.24773, 1.52566], [-4.53176, 1.67251, 0.16181], [-3.12722, 1.48940, -0.62457], [-2.10758, -0.10557, -0.01289], [-2.16470, 3.20711, -0.55983], [-3.66264, 1.30561, -2.12205], [-4.32671, 0.10962, -2.53383], [-5.79412, 0.39232, -2.78232], [-4.12604, 1.76895, 3.51950], [-4.07363, 3.12859, 2.37687], [-2.80210, 1.90037, 2.35865], [-5.75909, 1.36290, 1.71769], [-4.43832, 0.18695, 1.59248], [-4.19628, -0.67531, -1.78401], [-3.82719, -0.22373, -3.44520], [-6.26456, 0.76815, -1.87385], [-6.30723, -0.52011, -3.09290], [-5.91187, 1.14113, -3.56613]],
  "forces_ev_per_angstrom": [[0.7, 0.1, -0.2], [0.0, 0.0, 0.0], [-0.1, 0.1, 0.1], [0.1, -0.2, -0.1], [0.0, -0.1, -0.2], [0.1, 0.0, 0.2], [0.0, 0.2, 0.0], [-0.1, 0.0, 0.0], [0.1, 0.0, 0.0], [0.0, 0.0, 0.0], [0.0, 0.0, 0.0], [0.0, 0.0, 0.0], [0.0, 0.0, 0.0], [0.0, 0.0, 0.0], [0.0, 0.0, 0.0], [0.0, 0.0, 0.0], [0.0, 0.0, 0.0], [0.0, 0.0, 0.0], [0.1, 0.0, 0.0], [-0.1, 0.0, 0.0], [0.0, 0.0, -0.1], [0.0, -0.1, 0.6], [0.0, 0.0, 0.0], [0.0, 0.0, 0.0], [0.0, 0.0, 0.0], [0.0, 0.0, 0.0], [0.0, 0.0, 0.0], [0.0, 0.0, 0.0], [0.0, 0.0, 0.0], [0.0, 0.0, 0.0], [0.0, 0.0, 0.0], [0.0, 0.0, 0.0], [0.0, 0.0, 0.0], [0.0, 0.0, 0.0], [0.0, 0.0, 0.0], [0.0, 0.0, 0.0], [0.0, 0.0, 0.0], [0.0, 0.0, 0.0], [0.1, -0.5, -0.1], [-0.5, 0.5, -0.1], [-0.2, -0.1, 0.0], [0.0, 0.1, -0.1], [0.0, 0.1, 0.0], [-0.1, -0.1, 0.0], [0.0, 0.0, 0.0], [0.0, 0.0, 0.0], [0.0, 0.0, 0.0], [0.0, 0.0, 0.0], [0.0, 0.0, 0.0], [0.0, 0.0, 0.0], [0.0, 0.0, 0.0], [0.0, 0.0, 0.0], [0.0, 0.0, 0.0], [0.0, 0.0, 0.0], [0.0, 0.0, 0.0]],
  "nbo_charge": [1.30, -0.68, 0.33, -0.44, -0.46, -0.04, -0.36, 0.25, -0.58, 0.07, -0.25, -0.21, -0.23, -0.19, -0.24, -0.25, -0.15, -0.31, -0.20, -0.25, 0.40, -0.84, 0.25, 0.23, 0.22, 0.22, 0.25, 0.20, 0.20, 0.20, 0.21, 0.23, 0.20, 0.20, 0.20, 0.21, -0.65, -0.06, -0.84, 1.66, -0.68, -0.62, -0.83, -0.06, -0.63, 0.21, 0.21, 0.24, 0.18, 0.19, 0.19, 0.18, 0.22, 0.20, 0.21],
  "total_energy_ha": -4197.12181,
  "homo_ha": [-0.16352, -0.17041],
  "molar_mass_g_mol": 554.60,
  "multiplicity": 6,
  "s_squared": 8.756,
  "total_charge": -1,
  "lumo_energy_ha": [0.0991, 0.0990]
}

=====

{
  "formula": "C6H12OSi",
  "method": "the ωB97M-V functional and the def2-TZVPD basis",
  "species": ["C", "C", "C", "C", "C", "C", "O", "Si", "H", "H", "H", "H", "H", "H", "H", "H", "H", "H", "H", "H"],
  "positions_angstrom": [[-0.39578, 1.03150, 1.71081], [-0.45905, 2.13387, 0.70809], [0.50179, 1.88095, -0.48133], [0.23879, 0.62948, -1.25664], [-1.45989, -1.97810, -0.49946], [1.62224, -2.02747, 0.48741], [-0.65294, 1.18674, 2.83321], [0.12783, -0.93546, -0.11524], [-1.52324, 2.21318, 0.37830], [-0.12730, 3.16821, 0.94888], [0.28294, 2.67442, -1.14360], [1.47232, 1.98847, 0.02455], [-0.77860, 0.80334, -1.67172], [0.74711, 0.29192, -2.19260], [-1.14885, -3.03519, -0.65598], [-2.19838, -1.82097, 0.27256], [-1.96417, -1.45936, -1.41382], [1.28629, -2.97896, 0.79754], [2.53230, -2.07139, -0.16034], [1.89658, -1.69517, 1.42938]],
  "forces_ev_per_angstrom": [[0.6, -1.2, -3.4], [0.1, 0.9, -2.0], [0.1, 0.0, 1.1], [-1.0, -2.6, -0.6], [0.6, 1.4, -1.5], [-0.3, 1.0, -2.2], [-0.4, -0.4, 2.9], [-0.9, 1.5, 1.8], [0.6, -0.2, 0.1], [-0.5, -0.6, 1.1], [0.5, 1.3, -0.7], [0.2, -0.2, -0.9], [0.1, -0.6, 0.4], [0.6, 1.1, 0.7], [-0.7, 0.7, 0.0], [0.0, -0.5, 0.5], [1.0, -1.3, 1.2], [-0.6, -1.5, -0.5], [-0.9, -0.1, 0.4], [0.9, 1.5, 1.7]],
  "nbo_charge": [0.44, -0.55, -0.40, -0.88, -1.12, -1.10, -0.54, 1.35, 0.22, 0.23, 0.21, 0.20, 0.23, 0.24, 0.24, 0.25, 0.24, 0.24, 0.24, 0.25],
  "total_energy_ha": -600.44907,
  "e_above_lowest_kj_mol": 325.3,
  "homo_ha": -0.25797,
  "molar_mass_g_mol": 128.25,
  "multiplicity": 1,
  "lumo_energy_ha": 0.0287
}

=====

- Number 3 is which compound?
  C6H12OSi